Version a
Formula: C2H3ClN2O
Source: the Open Molecules 2025 dataset
Level of theory: the ωB97M-V functional and the def2-TZVPD basis

The geometry in XYZ format:
```
9
C2H3ClN2O the ωB97M-V functional and the def2-TZVPD basis
C -1.31 -2.08 -0.29
C 1.06 0.48 0.63
N -1.60 -2.21 -1.37
N 0.77 1.29 -0.29
O -0.47 1.81 -0.57
Cl 2.69 0.10 1.00
H -1.04 -1.91 0.74
H 0.28 -0.14 1.13
H -0.37 2.67 -0.98
```

Calculated values
M ... 106.5 u
SMILES ... O/N=C/Cl.C#N

=====

Version b
Formula: C2H3ClN2O
Source: the Open Molecules 2025 dataset
Level of theory: the ωB97M-V functional and the def2-TZVPD basis

The geometry in XYZ format:
```
9
C2H3ClN2O the ωB97M-V functional and the def2-TZVPD basis
C -1.18 0.90 0.04
C 0.81 0.00 -0.03
N -0.36 0.40 1.00
N -0.31 0.50 -1.03
O -2.23 1.47 -0.04
Cl 2.28 0.85 0.09
H 0.96 -1.05 0.01
H -0.35 0.70 2.00
H -0.34 0.52 -2.05
```

Calculated values
M ... 106.5 u
SMILES ... O=C1NC(Cl)N1

=====

Stability ranking, top entry: version b; the second entry is 2.448 eV less favorable.

=====

Version a
Formula: CH4N2O3
Source: the Open Molecules 2025 dataset
Level of theory: the ωB97M-V functional and the def2-TZVPD basis

The geometry in XYZ format:
```
10
CH4N2O3 the ωB97M-V functional and the def2-TZVPD basis
C -0.89 -0.46 -0.20
H 2.00 -0.13 -0.33
H 0.13 -2.09 0.53
H -1.30 1.56 -0.41
H 0.31 1.83 1.01
N 0.27 -1.15 0.29
N -0.52 0.84 -0.45
O 1.55 -1.11 -0.40
O -2.07 -0.79 -0.11
O 0.52 1.51 0.06
```

Calculated values
M ... 92.1 u
SMILES ... O=C(NO)NO

=====

Version b
Formula: CH4N2O3
Source: the Open Molecules 2025 dataset
Level of theory: the ωB97M-V functional and the def2-TZVPD basis

The geometry in XYZ format:
```
10
CH4N2O3 the ωB97M-V functional and the def2-TZVPD basis
C 1.63 0.20 0.19
N 0.60 1.15 -0.05
N -1.91 -0.39 -0.15
O -3.08 -0.49 -0.30
O -1.25 -1.58 0.14
O 1.40 -0.98 0.41
H 2.61 0.56 0.35
H -0.33 -1.26 0.26
H 0.71 2.00 -0.57
H -0.38 0.78 -0.27
```

Calculated values
M ... 92.1 u
SMILES ... NC=O.O=NO

=====

Stability ranking, top entry: version b; the second entry is 1.426 eV less favorable.

=====

Version a
Formula: CH4N2O3
Source: the Open Molecules 2025 dataset
Level of theory: the ωB97M-V functional and the def2-TZVPD basis

The geometry in XYZ format:
```
10
CH4N2O3 the ωB97M-V functional and the def2-TZVPD basis
C -0.24 -0.21 -0.24
N -1.15 0.61 -0.75
N 1.14 0.20 0.04
O 1.52 1.40 0.10
O 1.91 -0.73 0.21
O -0.34 -1.50 -0.38
H -0.46 0.10 1.81
H -0.72 1.57 -0.56
H -2.06 0.44 -0.45
H 0.40 -1.87 0.22
```

Calculated values
M ... 92.1 u

=====

Version b
Formula: CH4N2O3
Source: the Open Molecules 2025 dataset
Level of theory: the ωB97M-V functional and the def2-TZVPD basis

The geometry in XYZ format:
```
10
CH4N2O3 the ωB97M-V functional and the def2-TZVPD basis
C -0.33 -0.38 0.22
N -0.15 2.10 0.49
N -0.27 -1.02 -1.05
O 0.52 3.07 0.36
O 0.17 -1.11 1.24
O 0.56 0.84 0.13
H -1.17 0.01 0.59
H 0.63 -1.38 -1.30
H -0.81 -0.46 -1.69
H 0.85 -1.68 1.01
```

Calculated values
M ... 92.1 u
SMILES ... N[C@@H](O)ON=O

=====

Stability ranking, top entry: version b; the second entry is 3.082 eV less favorable.

=====

Version a
Formula: CH5NO
Source: the Open Molecules 2025 dataset
Level of theory: the ωB97M-V functional and the def2-TZVPD basis

The geometry in XYZ format:
```
8
CH5NO the ωB97M-V functional and the def2-TZVPD basis
N 0.49 -0.76 0.59
C -0.43 0.34 0.28
O -0.19 0.87 -1.09
H 0.75 -1.36 -0.26
H 1.37 -0.56 1.03
H -1.45 0.09 0.35
H -0.19 1.35 0.83
H -0.34 0.04 -1.73
```

Calculated values
M ... 47.1 u
SMILES ... NCO

=====

Version b
Formula: CH5NO
Source: the Open Molecules 2025 dataset
Level of theory: the ωB97M-V functional and the def2-TZVPD basis

The geometry in XYZ format:
```
8
CH5NO the ωB97M-V functional and the def2-TZVPD basis
C -1.03 0.21 0.37
N 1.73 0.03 -0.48
O 2.48 -0.88 -0.19
H -1.63 -0.38 1.05
H -1.18 -0.32 -0.66
H -1.25 1.28 0.15
H -0.01 0.13 0.86
H 0.88 -0.07 -1.10
```

Calculated values
M ... 47.1 u
SMILES ... N=O.C

=====

Stability ranking, top entry: version a; the second entry is 2.554 eV less favorable.

=====

Version a
Formula: C19H18N2O6S3
Source: the Open Molecules 2025 dataset
Level of theory: the ωB97M-V functional and the def2-TZVPD basis

The geometry in XYZ format:
```
48
C19H18N2O6S3 the ωB97M-V functional and the def2-TZVPD basis
C -1.88 -3.45 -0.86
H -1.19 -4.27 -1.06
O -1.08 -2.28 -0.88
C -1.68 -1.07 -0.70
C -3.03 -0.92 -0.44
C -3.63 0.33 -0.23
C -2.81 1.46 -0.31
C -1.47 1.32 -0.58
C -0.86 0.08 -0.78
O 0.46 0.13 -0.99
C 1.17 -0.96 -1.55
H 0.69 -1.33 -2.46
H 2.15 -0.56 -1.80
H 1.28 -1.78 -0.84
S -0.48 2.82 -0.73
O -1.36 3.92 -0.46
O 0.26 2.82 -1.95
N 0.56 2.78 0.58
C 1.73 2.04 0.71
C 2.60 1.93 -0.38
C 3.76 1.20 -0.21
C 4.09 0.60 1.03
C 3.22 0.74 2.10
C 2.06 1.45 1.93
H 1.37 1.56 2.76
H 3.47 0.29 3.05
N 5.27 -0.09 1.03
C 5.85 -0.04 -0.11
S 7.36 -0.80 -0.47
C 7.72 -1.50 1.16
H 8.67 -2.02 1.07
H 6.93 -2.19 1.43
H 7.78 -0.70 1.88
S 5.00 0.86 -1.38
H 2.34 2.39 -1.32
H 0.05 2.93 1.44
H -3.20 2.45 -0.17
C -5.04 0.49 0.05
C -5.97 -0.47 0.11
C -7.36 -0.13 0.41
O -7.79 0.98 0.64
O -8.15 -1.22 0.41
H -9.07 -0.96 0.61
H -5.78 -1.52 -0.05
H -5.36 1.51 0.23
H -3.66 -1.80 -0.38
H -2.35 -3.60 0.11
H -2.64 -3.42 -1.65
```

Calculated values
M ... 466.6 u
SMILES ... COc1cc(/C=C/C(=O)O)cc(S(=O)(=O)Nc2ccc3nc(SC)sc3c2)c1OC

=====

Version b
Formula: C19H18N2O6S3
Source: the Open Molecules 2025 dataset
Level of theory: the ωB97M-V functional and the def2-TZVPD basis

The geometry in XYZ format:
```
48
C19H18N2O6S3 the ωB97M-V functional and the def2-TZVPD basis
O -5.69 -1.23 3.57
O 2.44 1.52 2.23
O 3.94 -0.40 2.21
N -0.68 3.15 -3.17
O -4.75 0.80 3.86
O 0.04 -4.12 0.44
O 2.45 -2.60 0.62
S 0.37 4.77 -1.42
S -1.65 5.71 -3.51
C -4.74 -0.47 3.44
C -0.70 4.43 -2.77
C -3.57 -1.05 2.79
C -2.34 -0.44 2.71
C 0.52 1.01 -2.56
C -1.09 -2.30 1.52
C 1.52 0.36 -1.76
C 1.88 2.46 -0.63
C 0.07 -0.27 2.16
C 0.21 2.38 -2.39
C 0.10 -2.86 1.03
C 1.28 -2.12 1.09
C 0.90 3.11 -1.42
C -1.12 -1.04 2.13
C 2.19 1.07 -0.78
C 1.24 -0.81 1.63
N 3.13 0.42 -0.01
C -0.08 -4.11 -0.96
C 2.97 -3.64 1.48
C -1.59 5.14 -5.23
S 2.74 0.22 1.62
H -3.90 1.23 3.74
H -3.69 -2.07 2.46
H -2.24 0.53 3.12
H -0.09 0.52 -3.35
H -2.00 -2.85 1.42
H 1.76 -0.69 -1.99
H 2.39 3.03 0.11
H 0.05 0.71 2.64
H 3.40 -0.48 -0.37
H -0.95 -3.53 -1.31
H 0.84 -3.66 -1.37
H -0.10 -5.15 -1.41
H 2.53 -4.61 1.28
H 2.79 -3.44 2.56
H 4.04 -3.72 1.32
H -1.93 5.95 -5.89
H -0.59 4.81 -5.53
H -2.28 4.30 -5.38
```

Calculated values
M ... 466.6 u
SMILES ... COc1cc(/C=C/C(=O)O)cc(S(=O)(=O)Nc2ccc3nc(SC)sc3c2)c1OC

=====

Stability ranking, top entry: version a; the second entry is 1.418 eV less favorable.

=====

Version a
Formula: H3INPS
Source: the Open Molecules 2025 dataset
Level of theory: the ωB97M-V functional and the def2-TZVPD basis

The geometry in XYZ format:
```
7
H3INPS the ωB97M-V functional and the def2-TZVPD basis
N -0.12 -1.71 -0.26
P -0.97 0.77 -0.10
S -0.12 -0.85 0.95
I -2.23 -1.07 2.48
H 0.07 -2.69 -0.15
H 0.33 1.62 -0.22
H -1.41 1.48 1.06
```

Calculated values
M ... 207.0 u
SMILES ... [H]/N=S(#[PH2])\I

=====

Version b
Formula: H3INPS
Source: the Open Molecules 2025 dataset
Level of theory: the ωB97M-V functional and the def2-TZVPD basis

The geometry in XYZ format:
```
7
H3INPS the ωB97M-V functional and the def2-TZVPD basis
N 1.96 1.48 0.03
P -1.00 -0.94 0.00
S 3.35 1.41 0.59
I 4.79 -0.52 -0.26
H 1.93 1.47 -1.06
H 0.17 0.06 0.37
H -2.05 -0.06 -0.18
```

Calculated values
M ... 207.0 u

=====

Stability ranking, top entry: version a; the second entry is 1.634 eV less favorable.